Formula: C20H41BO18S
Source: the Open Molecules 2025 dataset
Level of theory: the ωB97M-V functional and the def2-TZVPD basis

Last column: Löwdin charge in e.
Positions of all 81 atoms, in Å:
H1 3.6187 -8.0173 1.7346  0.123
C1 -0.6571 8.3066 1.9118  -0.212
C2 6.9257 -2.8484 4.7359  -0.615
H2 -1.1400 8.7736 1.0542  0.122
O1 -8.5111 4.1779 -4.6617  0.192
O2 -1.3959 1.6563 -3.0240  -0.366
B1 -7.5114 3.2460 -4.4945  -0.791
C3 3.9305 -6.9012 3.5637  -0.062
O3 -3.3052 1.6853 -4.5486  -0.317
O4 6.1289 -1.9478 4.7892  0.122
O5 4.1022 -5.8874 0.5918  0.119
H3 3.3407 -6.3158 4.2699  0.082
H4 -4.5582 1.9956 -6.1696  0.141
H5 3.4554 -3.2446 -0.0097  0.094
H6 -0.9755 -4.8481 1.3105  0.080
C4 -1.2214 6.2463 0.9545  -0.614
H7 7.3012 -0.8869 2.6623  0.075
H8 -2.0901 4.5633 -0.7705  0.062
H9 7.1201 -1.3950 0.9789  0.080
C5 7.4880 -1.6974 1.9593  -0.063
C6 -2.4120 -2.9597 -1.9406  -0.614
O6 2.2837 -6.4326 1.8203  0.033
H10 -2.1140 -1.7877 -4.2235  0.101
H11 -3.3945 -0.6061 -3.8865  0.075
H12 1.9184 -3.2955 -0.9080  0.091
H13 3.2187 -4.4416 -1.3089  0.097
H14 6.1409 -2.7648 7.1890  0.095
C7 -3.4356 4.7472 -3.2461  -0.198
H15 -5.4806 5.2339 -3.7337  0.124
C8 -5.1029 3.3004 -4.5302  -0.310
O7 -0.7424 5.0239 0.7436  0.016
C9 2.9556 -5.7184 0.9182  -0.615
O8 -1.2608 -3.1477 -2.2436  0.116
O9 7.3419 -3.4694 3.6357  0.037
H16 -2.4932 7.8804 2.9597  0.075
H17 0.2876 8.8166 2.0885  0.122
H18 -8.3432 5.0065 -4.2136  0.103
S1 -2.1409 2.5794 -3.8215  0.952
H19 4.4198 -7.7123 4.1028  0.081
C10 -2.5992 -1.1953 -3.4496  -0.031
C11 -1.5343 8.3630 3.1429  -0.065
H20 -3.1072 -5.3018 0.1141  0.121
C12 2.7334 -3.8907 -0.5070  -0.026
O10 -0.2872 6.9585 1.5803  0.038
C13 -1.6752 4.1267 0.1290  -0.023
C14 -4.6448 4.7135 -4.2024  -0.092
H21 -3.3600 3.2791 -5.8422  0.116
H22 -1.0502 7.8546 3.9772  0.082
C15 6.7977 -2.9684 2.4028  -0.211
H23 -3.7114 5.3051 -2.3553  0.122
H24 7.6358 -1.8032 7.0980  0.098
H25 -0.6939 -3.4312 0.2988  0.067
O11 2.1374 -4.7854 0.4378  -0.001
H26 -1.1222 3.2282 -0.1258  0.098
C16 -1.4658 -4.0566 0.7439  -0.060
H27 -4.4302 5.2347 -5.1343  0.131
H28 -5.1806 2.7397 -3.5983  0.153
O12 -6.3389 3.3437 -5.2357  0.116
H29 7.6721 -3.4391 7.7966  0.092
H30 6.9598 -3.7658 1.6807  0.124
H31 -1.8849 -0.5361 -2.9725  0.071
O13 -2.3098 6.6431 0.6190  0.113
H32 -1.7777 -5.2342 -1.0410  0.122
O14 7.5360 -3.4066 5.7825  0.004
C17 7.2174 -2.8066 7.0405  -0.040
H33 2.2951 -8.1331 2.8942  0.121
H34 -7.2649 1.4117 -3.9420  0.114
O15 -3.2188 -2.0489 -2.4737  0.013
H35 5.7229 -2.8255 2.5095  0.120
C18 -2.3545 -4.6497 -0.3249  -0.210
C19 3.0428 -7.4630 2.4746  -0.210
H36 -2.4748 3.8813 0.8263  0.106
H37 8.5656 -1.8529 1.8979  0.082
H38 4.7002 -6.2547 3.1444  0.071
C20 -4.0680 2.5771 -5.3967  -0.149
O16 -2.9783 3.4679 -2.7378  -0.329
O17 -3.1006 -3.6382 -1.0213  0.035
O18 -7.7105 2.2032 -3.6287  0.206
H39 -2.0483 -3.4388 1.4287  0.082
H40 -1.7186 9.4000 3.4233  0.080
H41 -2.5977 5.2815 -3.6939  0.118

Summary:
* highest occupied orbital energy: -10.507 eV
* total energy: -69774.78643 eV